1.
The following is a DFT calculation (the ωB97M-V functional and the def2-TZVPD basis) of a 2-piece molecular cluster, C14H21B2ClF3O6S overall.

Structure (XYZ):
```
48
Properties=species:S:1:pos:R:3:forces:R:3:nbo_charge:R:1
C 1.7063 2.3435 -1.3836 0.0 0.0 0.3 -0.632
C 1.4346 2.3753 0.1192 0.3 0.0 -0.8 -0.053
O 0.1155 2.8323 0.3922 0.4 -0.2 0.6 -0.718
B -0.5777 2.1337 1.3546 -0.2 -0.1 0.3 0.873
O -0.9932 2.7902 2.4782 -0.5 0.6 -1.0 -0.865
B -0.9859 0.4667 1.2090 0.2 0.0 -0.3 0.358
Cl -0.8770 -0.5657 2.6281 -0.1 0.1 -0.1 -0.135
C -1.4484 -0.2018 -0.1630 -0.1 0.1 0.7 -0.412
O -0.3708 -0.0780 -1.1140 -0.1 -0.1 -0.2 -0.541
C 0.2822 -1.2533 -1.3890 0.3 -0.5 0.0 0.292
C 1.1292 -1.8059 -0.4384 -0.1 -0.1 -0.4 -0.223
C 1.8086 -2.9939 -0.6970 0.0 0.1 0.1 -0.016
C 2.7307 -3.5649 0.3569 -0.3 0.4 -0.5 -0.626
C 1.6095 -3.6272 -1.9225 0.0 0.3 0.5 -0.231
C 0.7665 -3.0717 -2.8779 0.2 0.1 0.5 -0.199
C 0.1067 -1.8711 -2.6346 -0.6 0.2 -0.1 -0.056
C -0.7965 -1.1999 -3.6653 0.8 0.2 -0.3 -0.236
C -0.8600 -1.9844 -4.9723 0.0 0.2 0.2 -0.602
C -0.2193 0.2082 -3.9965 -0.2 -0.5 0.1 -0.599
H 0.9490 2.9440 -1.8765 0.0 0.1 -0.2 0.222
H 1.6653 1.3378 -1.7855 -0.1 -0.1 -0.1 0.213
H 2.6859 2.7606 -1.5944 0.1 0.1 -0.1 0.200
H 2.1374 3.0614 0.5866 -0.1 0.1 0.2 0.176
H 1.6283 1.3882 0.5466 -0.2 -0.1 0.1 0.163
H -1.8977 2.5542 2.7086 0.2 -0.2 0.8 0.505
H -2.3055 0.3270 -0.5819 -0.1 0.0 -0.1 0.207
H -1.7242 -1.2423 0.0051 0.0 -0.2 -0.3 0.197
H 1.2396 -1.2930 0.5059 0.1 0.0 0.2 0.211
H 3.5998 -4.0136 -0.1137 0.1 -0.3 0.1 0.212
H 2.1903 -4.2927 0.9544 0.1 -0.2 0.2 0.222
H 3.0751 -2.7606 0.9967 0.1 0.0 0.3 0.217
H 2.1244 -4.5590 -2.1000 0.0 -0.1 -0.2 0.204
H 0.6412 -3.5964 -3.8090 -0.1 0.0 -0.2 0.211
H -1.7960 -1.1005 -3.2525 -0.2 0.1 0.1 0.210
H -1.3981 -1.4036 -5.7140 -0.3 0.0 -0.1 0.208
H 0.1513 -2.0992 -5.3550 0.1 -0.2 -0.1 0.201
H -1.3302 -2.9560 -4.8580 0.0 -0.2 -0.1 0.206
H 0.8424 0.2012 -3.7735 0.2 0.2 0.0 0.208
H -0.3264 0.4122 -5.0585 -0.1 0.2 -0.1 0.196
H -0.6906 0.9906 -3.4174 0.0 0.2 0.1 0.227
C -1.8494 2.9377 5.8933 0.1 0.1 -0.2 0.665
F -0.7212 2.3446 5.4745 0.1 -0.1 0.1 -0.333
F -1.7364 4.2454 5.6050 0.0 0.0 0.0 -0.336
F -2.8454 2.4585 5.1069 -0.1 0.0 0.0 -0.356
S -2.1769 2.6421 7.6851 0.0 0.0 0.0 2.357
O -1.0085 3.2247 8.3060 0.0 0.0 0.0 -0.996
O -2.2657 1.1993 7.7426 0.0 0.0 0.0 -0.999
O -3.4187 3.3555 7.8886 0.0 0.0 0.0 -0.999
```
Positions in Å, forces in eV/Å.

Values from the calculation:
charge: -1
total energy: -60011.41308 eV
HOMO-LUMO gap: 7.4 eV
spin multiplicity: 1



2.
The following is a DFT calculation (the ωB97M-V functional and the def2-TZVPD basis) of a 3-piece molecular cluster, C5H16O4 overall.

Structure (XYZ):
```
25
Properties=species:S:1:pos:R:3:forces:R:3:nbo_charge:R:1
O -3.9119 -0.3231 0.5528 -0.1 0.1 -0.1 -0.734
C -2.6564 0.3080 0.2153 -1.3 -0.6 0.4 -0.052
C -1.4843 -0.6828 0.1418 0.1 1.2 0.0 -0.434
C -0.3276 -0.1472 1.0369 -2.0 0.0 -0.1 -0.416
C 0.7719 -1.1303 1.2891 1.0 -0.7 0.2 -0.445
C 1.9029 -0.9036 0.2691 -0.4 -0.6 1.3 -0.057
O 2.5747 0.3195 0.5604 0.2 0.2 -0.7 -0.753
H -3.7961 -1.2650 0.6884 0.2 0.0 -0.1 0.462
H -2.8243 0.8040 -0.7411 0.2 0.0 -0.1 0.171
H -2.5639 1.0871 0.9771 0.6 0.0 -0.1 0.162
H -1.2615 -0.6896 -0.9243 0.6 -0.5 0.1 0.236
H -1.7786 -1.6852 0.4575 -0.1 0.0 0.1 0.187
H -0.8448 0.1522 1.9564 0.3 -0.1 0.1 0.206
H -0.0231 0.7916 0.5720 0.5 -0.1 0.1 0.220
H 1.1670 -1.1359 2.3172 0.2 0.8 -0.1 0.207
H 0.4215 -2.1709 1.3205 -0.2 0.1 -0.8 0.220
H 1.4347 -0.8790 -0.7159 0.3 0.3 -0.2 0.172
H 2.6449 -1.7013 0.3132 0.0 -0.1 -0.1 0.174
H 2.3500 0.6319 1.4350 -0.2 -0.1 0.3 0.480
O -0.0969 0.8157 -2.4385 0.9 0.4 -0.5 -0.941
H -0.1939 1.7309 -2.7430 -0.3 -0.1 0.2 0.477
H 0.8662 0.7244 -2.5860 -0.8 -0.2 0.3 0.464
O 2.5057 2.1722 -1.5141 -0.1 0.2 0.5 -0.941
H 2.4782 1.8793 -0.5896 -0.1 0.5 0.3 0.489
H 2.6455 1.2972 -1.8502 0.5 -0.6 -1.0 0.444
```
Positions in Å, forces in eV/Å.

Values from the calculation:
charge: 0
structure (SMILES): OCCCCCO.O.O
total energy: -13633.46249 eV
HOMO-LUMO gap: 10.6 eV
spin multiplicity: 1



3.
The following is a DFT calculation (the ωB97M-V functional and the def2-TZVPD basis) of a 2-piece molecular cluster, C2H10N2O overall.

Structure (XYZ):
```
15
Properties=species:S:1:pos:R:3:forces:R:3:nbo_charge:R:1
N 1.3022 -1.1513 0.9312 -2.3 -1.1 2.6 -0.869
C -0.0005 -0.5665 1.0645 -1.7 2.1 1.0 -0.227
C -0.0939 0.5257 0.0421 -0.8 2.8 -1.3 -0.198
N 1.1184 1.3995 0.1065 1.2 -4.7 -3.8 -0.859
H 1.3806 -2.0109 1.4542 0.7 0.1 -0.7 0.381
H 1.8759 -0.8581 0.1966 0.8 0.1 -0.7 0.390
H -0.2647 0.1418 1.9790 1.3 -1.8 -0.5 0.151
H -0.9286 -1.2241 1.0125 1.4 0.3 -0.2 0.193
H -0.1867 0.1548 -0.9780 1.0 0.0 0.5 0.146
H -1.0492 1.1931 0.1127 1.5 -1.3 0.4 0.175
H 1.6002 1.5064 -0.8281 -1.0 -0.4 1.5 0.354
H 1.0533 2.2589 0.4432 -1.0 4.4 2.1 0.355
O -2.0150 -0.3386 -1.7297 -17.6 -6.3 2.5 -0.884
H -1.2612 -0.3337 -1.8879 18.6 1.0 -4.1 0.423
H -2.4772 0.3885 -1.5699 -2.1 4.9 0.8 0.468
```
Positions in Å, forces in eV/Å.

Values from the calculation:
charge: 0
structure (SMILES): NCCN.O
total energy: -7260.20184 eV
HOMO-LUMO gap: 9.3 eV
spin multiplicity: 1



4.
The following is a DFT calculation (the ωB97M-V functional and the def2-TZVPD basis) of C4H28BO22 as an isolated structure.

Structure (XYZ):
```
55
Properties=species:S:1:pos:R:3:forces:R:3:nbo_charge:R:1
O -2.1629 -1.7161 1.0965 2.3 0.2 -0.4 -0.571
C -1.2027 -1.1525 0.5816 -5.3 -2.0 2.3 0.700
O -0.8508 -1.3245 -0.6124 1.1 -1.1 -3.6 -0.610
B 0.0799 -0.2904 -1.0080 -0.3 -0.5 3.9 1.128
O 0.1435 0.5601 0.2013 2.1 0.9 -2.8 -0.622
C -0.6139 0.0716 1.0738 0.3 0.8 2.5 0.692
O -0.8168 0.6413 2.1029 -0.8 0.4 1.6 -0.614
O -0.2941 0.5280 -2.0908 -2.9 0.3 2.4 -0.590
C 0.6563 0.3696 -2.8479 1.7 3.4 -10.9 0.662
O 0.6223 0.6955 -4.0619 0.6 -0.3 2.9 -0.582
C 1.7400 -0.4509 -2.3963 1.8 -3.7 -1.7 0.710
O 1.3581 -0.8894 -1.2818 -0.3 -0.6 3.4 -0.603
O 2.5142 -1.1006 -3.0687 0.7 1.6 -0.6 -0.589
O 3.8534 0.4049 -5.1445 -3.3 -1.0 2.2 -0.983
H 3.2696 -0.3336 -4.5807 2.2 2.9 -2.0 0.498
H 3.2652 1.2210 -5.0439 1.2 -1.7 -0.3 0.462
O -2.7934 1.0556 -0.9615 -2.5 0.6 0.7 -0.956
H -2.0773 1.0578 -1.5420 2.0 0.0 -1.5 0.472
H -3.4813 1.4611 -1.5321 0.3 -0.4 0.8 0.482
O 1.6238 -3.6249 -0.5257 -1.7 -3.2 -1.9 -0.900
H 1.2851 -2.9785 -1.1192 -1.2 1.4 -0.3 0.474
H 2.0429 -4.1463 -1.2754 -0.1 0.0 1.1 0.512
O -2.4641 0.4211 4.3486 -0.1 0.0 -0.1 -0.954
H -2.2624 0.8801 3.5160 0.3 -0.3 0.6 0.478
H -2.2854 -0.5165 4.1882 -0.1 0.3 -0.1 0.474
O -4.2901 -1.0755 2.4858 -1.7 0.3 0.9 -0.955
H -3.6957 -1.4174 1.8498 0.9 -0.9 -1.0 0.484
H -3.9278 -0.2172 2.6644 0.2 0.6 0.6 0.457
O 3.5326 -2.5239 -0.0337 3.8 2.5 0.5 -0.992
H 2.6994 -2.9152 -0.2107 -1.5 -0.5 -0.4 0.451
H 3.7449 -2.9714 0.7690 0.8 -0.3 1.0 0.456
O 2.8795 -3.8588 -3.0395 -0.1 1.1 -0.5 -0.996
H 3.8511 -3.9592 -3.1000 -0.9 0.5 0.1 0.488
H 2.6458 -2.8965 -3.2588 1.0 -1.8 0.5 0.507
O 1.1875 2.2283 3.7452 2.8 -1.6 -0.1 -0.959
H 0.7795 1.9892 2.9309 -0.9 0.2 -0.6 0.491
H 0.7321 2.8379 4.2542 -1.8 1.8 0.8 0.472
O 3.4569 -0.0369 1.4588 -2.1 3.0 -2.6 -0.961
H 3.4032 -0.7735 0.8119 0.2 0.0 0.2 0.493
H 2.9662 0.7603 0.9099 1.9 -3.0 2.3 0.450
O -0.7942 2.5734 -5.4525 2.0 -0.9 1.7 -0.954
H -0.1773 3.2971 -5.4792 -0.2 1.5 -0.9 0.446
H -0.1376 2.0801 -4.8446 -2.1 -0.4 -1.1 0.485
O -2.3470 3.3046 3.3091 2.1 -1.7 -4.0 -0.980
H -2.9359 2.6755 2.7036 2.0 2.1 1.8 0.458
H -1.3620 3.3465 2.7513 -4.1 -0.2 1.9 0.498
O -5.1023 -1.3562 -0.4357 0.6 1.6 0.6 -0.953
H -5.1585 -0.5681 0.1862 0.1 -1.6 -0.9 0.479
H -4.1690 -1.3324 -0.7381 -0.8 0.0 0.3 0.473
O -0.1117 3.2087 1.2306 -0.2 -1.4 0.7 -0.993
H -0.4647 2.2529 1.1870 0.4 2.5 -0.4 0.503
H -0.5232 3.8389 0.6358 -0.4 -0.5 -0.3 0.488
O 0.9244 -0.0713 5.0992 -2.4 -8.3 0.4 -0.925
H 0.1414 -0.0207 4.5434 -0.4 -0.8 0.0 0.460
H 1.1033 0.7574 5.0507 2.8 8.6 -0.2 0.458
```
Positions in Å, forces in eV/Å.

Values from the calculation:
charge: -1
total energy: -50328.19966 eV
HOMO-LUMO gap: 8.9 eV
spin multiplicity: 1



5.
The following is a DFT calculation (the ωB97M-V functional and the def2-TZVPD basis) of one molecule with the formula C8H7N3.

Structure (XYZ):
```
18
Properties=species:S:1:pos:R:3:forces:R:3:nbo_charge:R:1
C -1.2812 1.9047 1.3498 -2.5 0.9 -0.1 0.181
C 0.3934 0.4732 1.3891 -2.6 1.1 -1.4 0.296
C 0.7678 -1.6927 0.0588 0.0 -2.1 0.6 -0.118
C -0.9940 -0.7003 -1.1957 3.3 1.7 1.1 -0.165
C 1.1371 -0.3571 0.4221 1.9 2.6 0.8 -0.044
C -0.5766 0.5030 -0.7247 4.4 -0.5 -1.4 0.223
C 0.1381 -1.7303 -1.2906 -2.5 -1.1 -0.9 -0.495
C 1.2107 0.6628 -0.6829 -0.4 -1.3 -1.2 -0.424
N -0.8609 1.7675 2.5862 -0.1 1.0 -0.5 -0.298
N 0.2101 0.9225 2.5816 0.6 -1.3 0.2 -0.261
N -0.5733 1.1341 0.5037 -1.8 0.4 3.4 -0.453
H -2.2076 2.5473 1.0723 2.0 -1.3 0.4 0.218
H 0.8670 -2.5120 0.8214 -0.2 0.7 -1.3 0.228
H -1.9402 -1.0175 -1.2831 -3.5 -1.0 0.3 0.209
H 0.7294 -1.4257 -2.1077 1.6 0.2 -0.8 0.225
H -0.3338 -2.6794 -1.6370 0.6 0.4 0.6 0.233
H 1.4067 1.6596 -0.3321 -0.2 0.3 0.2 0.222
H 1.9074 0.5402 -1.5312 -0.8 -0.8 0.0 0.222
```
Positions in Å, forces in eV/Å.

Values from the calculation:
charge: 0
expectation value of S²: 2.01
total energy: -12870.73876 eV
HOMO-LUMO gap (alpha / beta): 6.8 / 7.4 eV
spin multiplicity: 3



6.
The following is a DFT calculation (the ωB97M-V functional and the def2-TZVPD basis) of one molecule with the formula C6H12S.

Structure (XYZ):
```
19
Properties=species:S:1:pos:R:3:forces:R:3:nbo_charge:R:1
C 1.0004 -0.7522 0.4339 -2.0 3.2 0.4 -0.237
C -0.3653 -2.4262 -1.2759 -2.8 3.0 1.9 -0.855
C 0.6098 1.6543 0.6510 0.9 -2.5 1.1 -0.377
C -0.6255 1.8360 -0.1928 -0.8 1.9 0.5 -0.515
C -0.5149 0.9044 -1.3520 0.0 -0.6 -2.0 -0.534
C 0.9709 -1.2538 1.8295 1.9 0.9 0.6 -0.752
S -0.5281 -0.8711 -0.4740 2.3 0.3 -2.8 0.857
H -1.2028 -2.2367 -1.9199 -0.5 -1.3 -1.0 0.176
H 0.5736 -2.6330 -1.6728 1.5 0.0 -0.6 0.214
H 0.3956 1.6728 1.7254 0.3 0.1 -0.3 0.191
H 1.5739 2.1937 0.4060 -1.4 -0.8 -0.1 0.211
H -1.6570 1.7069 0.3482 2.0 0.1 -0.6 0.211
H -0.5574 2.9531 -0.4892 -0.6 -1.6 -0.1 0.237
H -1.4257 0.8816 -2.1076 1.8 0.0 1.5 0.213
H 0.4544 1.1482 -1.8959 -1.2 -0.8 0.5 0.233
H 0.3666 -0.7030 2.5353 0.0 0.4 0.2 0.208
H 2.0378 -1.2311 2.1358 -0.4 0.5 0.2 0.233
H 0.7740 -2.2753 1.9959 -0.8 -1.6 -0.5 0.229
H -1.8803 -0.5686 -0.6809 -0.2 -1.2 1.1 0.057
```
Positions in Å, forces in eV/Å.

Values from the calculation:
charge: 0
total energy: -17241.95915 eV
HOMO-LUMO gap: 7.7 eV
spin multiplicity: 1



7.
The following is a DFT calculation (the ωB97M-V functional and the def2-TZVPD basis) of C6H18N4Pd as an isolated structure.

Structure (XYZ):
```
29
Properties=species:S:1:pos:R:3:forces:R:3:nbo_charge:R:1
Pd -0.9762 -1.1199 -0.2408 -0.1 -0.1 0.0 1.001
N 0.9869 -2.0403 0.8577 0.1 -0.1 0.1 -0.878
C 1.5742 -0.7841 1.3548 0.0 0.0 0.0 -0.248
C 1.4964 0.3219 0.3056 0.0 0.0 0.0 -0.255
N 0.1007 0.6604 -0.1058 0.0 0.0 0.0 -0.366
C -0.5653 1.5352 0.9158 0.0 0.0 0.0 -0.254
C -1.9422 1.0055 1.2718 0.0 0.0 0.0 -0.249
N -1.8362 -0.4691 1.5171 0.0 0.1 0.0 -0.778
C 0.0396 1.2007 -1.4976 0.0 0.0 0.0 -0.249
C 0.4051 0.1209 -2.5061 0.0 0.0 0.0 -0.251
N -0.3231 -1.1621 -2.2050 0.0 0.1 0.0 -0.795
H 0.8228 -2.6815 1.6275 0.0 0.0 0.0 0.408
H 1.6418 -2.5188 0.2460 0.0 0.0 0.0 0.396
H 2.6243 -0.8979 1.6308 0.0 0.0 0.0 0.245
H 1.0508 -0.4890 2.2662 0.0 0.0 0.0 0.198
H 2.0537 0.0154 -0.5767 0.0 0.0 0.0 0.221
H 1.9744 1.2273 0.6867 0.0 0.0 0.0 0.246
H -0.6312 2.5579 0.5423 0.0 0.0 0.0 0.256
H 0.0665 1.5551 1.8035 0.0 0.0 0.0 0.230
H -2.6435 1.1463 0.4490 0.0 0.0 0.0 0.226
H -2.3410 1.5232 2.1455 0.0 0.0 0.0 0.254
H -2.7616 -0.8585 1.6955 0.0 0.0 0.0 0.428
H -1.2942 -0.6531 2.3591 0.0 0.0 0.0 0.408
H 0.7195 2.0517 -1.6014 0.0 0.0 0.0 0.246
H -0.9769 1.5586 -1.6650 0.0 0.0 0.0 0.231
H 1.4708 -0.0912 -2.4915 0.0 0.0 0.0 0.225
H 0.1664 0.4627 -3.5125 0.0 0.0 0.0 0.257
H 0.2534 -1.9539 -2.4811 0.0 0.0 0.0 0.424
H -1.1557 -1.2233 -2.7915 0.0 0.0 0.0 0.420
```
Positions in Å, forces in eV/Å.

Values from the calculation:
charge: +2
total energy: -15938.47954 eV
HOMO-LUMO gap (alpha / beta): 7.6 / 7.6 eV
spin multiplicity: 1



8.
The following is a DFT calculation (the ωB97M-V functional and the def2-TZVPD basis) of a 2-piece molecular cluster, C7H7N2 overall.

Structure (XYZ):
```
16
Properties=species:S:1:pos:R:3:forces:R:3:nbo_charge:R:1
C -1.7747 -0.8828 0.0435 -0.6 -0.6 -1.5 -0.146
C -2.4023 0.3532 -0.0260 -1.6 0.0 -0.2 -0.161
C -0.3777 -1.0081 -0.1143 0.8 -0.2 1.2 -0.197
C -1.7166 1.5654 0.1989 0.6 2.0 -0.1 -0.135
C 0.2443 0.1633 -0.0635 -0.3 3.6 0.3 0.078
C -0.3559 1.4987 0.1049 0.9 -3.6 -0.1 0.052
C 2.8746 -0.8625 -0.1375 -1.5 0.9 -0.7 -0.045
N 1.5209 0.7488 0.1625 -1.4 -0.5 -1.0 -0.111
N 0.9589 2.0343 0.3041 1.6 -1.2 -0.1 0.003
H -2.3085 -1.8206 -0.0218 -0.5 0.2 0.0 0.246
H -3.4870 0.4937 -0.3318 1.3 -0.7 1.0 0.261
H 0.2432 -1.8895 -0.0630 -0.6 -0.6 -0.2 0.231
H -2.2361 2.5119 0.3831 0.0 -0.5 -0.2 0.257
H 2.4803 -1.6515 -0.7965 -0.4 0.9 0.0 0.224
H 2.7225 -1.0199 0.8771 0.4 -0.3 1.8 0.215
H 3.6141 -0.2344 -0.5197 1.4 0.7 -0.2 0.228
```
Positions in Å, forces in eV/Å.

Values from the calculation:
charge: +1
total energy: -10337.90121 eV
HOMO-LUMO gap (alpha / beta): 6.5 / 6.7 eV
spin multiplicity: 1



Q: Look up the total energy of the third one.
A: -7260.20184 eV